{"formula": "C19H28N4O", "method": "ωB97M-V/def2-TZVPD", "elements": ["H", "C", "H", "H", "C", "H", "C", "C", "H", "H", "H", "H", "N", "H", "C", "H", "H", "H", "C", "H", "C", "H", "H", "H", "C", "C", "H", "N", "H", "C", "H", "C", "C", "C", "H", "H", "O", "N", "H", "C", "C", "C", "H", "C", "C", "H", "H", "H", "N", "C", "H", "H"], "positions_angstrom": [[-5.41962, -3.18979, 0.47756], [4.34224, 0.40664, 0.52596], [1.38919, -1.67501, -1.21822], [-3.54403, 2.41183, -0.53245], [-5.70037, -0.43994, 0.24800], [-4.01661, 1.44748, 1.46760], [-1.63927, 1.87919, 0.34352], [4.44998, -2.26449, 0.59432], [1.44123, -0.56370, -2.60524], [-1.16239, -1.80065, -1.96076], [4.98665, 2.39805, 0.97541], [-0.50812, -1.39784, 0.36281], [-0.06943, -0.11783, -1.26340], [-6.17231, -1.01632, -0.54517], [3.36500, -0.40272, -0.12332], [6.25301, -1.90401, 1.76057], [-5.31536, 0.47978, -0.18401], [-0.76975, -0.55439, -3.17179], [-4.56632, -1.24423, 0.87761], [-1.10043, 2.14672, -0.56436], [-3.41180, -1.40445, -0.12302], [-1.03523, 2.18592, 1.19907], [3.10053, 3.45446, -0.25140], [-3.18189, -0.45276, -2.52077], [-1.80476, 0.35222, 0.40748], [5.42360, -1.46237, 1.22404], [-2.77020, 3.71448, 0.39915], [5.37004, -0.15930, 1.19448], [0.31437, 0.12407, 0.76387], [2.23723, 1.58445, -0.85360], [-3.80784, -1.88215, -1.02238], [-0.45038, -0.31907, 0.12248], [2.30197, 0.21369, -0.82681], [3.19411, 2.37944, -0.20572], [1.42093, 2.05273, -1.38184], [-2.65908, -2.08226, 0.30644], [-3.73891, 2.36900, 1.51857], [-2.85064, -0.11394, -0.49668], [-4.19542, -0.70912, 1.75935], [4.23550, 1.80940, 0.47287], [-2.96859, 2.63971, 0.37428], [1.26857, -0.62353, -1.52503], [-2.10663, 0.08126, 1.42511], [-2.41197, -0.02374, -1.87606], [-1.06738, -0.71186, -2.13205], [4.49972, -3.34482, 0.63569], [-4.26600, -3.17615, 1.81312], [-2.30978, 1.03484, -2.12691], [3.44762, -1.74979, -0.06365], [-5.06306, -2.61490, 1.32989], [-5.88232, -2.50587, 2.03646], [-6.45678, -0.19267, 0.98910]], "forces_ev_per_a": [[-0.062, -0.088, -0.106], [-0.447, -0.232, -0.298], [-0.067, 0.126, -0.117], [0.069, 0.080, 0.036], [0.207, -0.022, 0.205], [-0.066, 0.033, -0.014], [-0.514, -0.009, 0.147], [-0.210, 0.009, -0.142], [-0.016, -0.088, 0.045], [0.035, 0.011, -0.031], [0.080, 0.056, 0.055], [0.060, 0.051, -0.030], [0.028, -0.038, -0.091], [-0.088, -0.084, -0.124], [0.376, 0.480, 0.243], [0.036, -0.128, 0.022], [-0.034, 0.139, -0.062], [-0.006, -0.056, 0.004], [-0.082, -0.194, -0.316], [0.092, 0.064, -0.040], [-0.136, 0.129, 0.373], [0.083, 0.039, 0.003], [0.018, 0.089, 0.010], [0.003, 0.059, 0.005], [0.354, 0.209, 0.140], [0.050, 0.231, 0.044], [-0.020, -0.078, -0.085], [0.345, -0.050, 0.226], [-0.033, -0.041, 0.052], [-0.067, -0.375, -0.080], [0.005, -0.069, -0.016], [-0.237, -0.007, 0.229], [0.014, 0.209, -0.045], [0.283, 0.053, 0.171], [-0.119, 0.035, -0.046], [-0.015, -0.034, -0.085], [-0.192, -0.239, 0.419], [-0.053, -0.085, -0.018], [0.068, 0.011, 0.017], [-0.135, 0.125, -0.078], [0.467, 0.046, -0.409], [-0.117, -0.103, -0.059], [0.023, 0.016, -0.056], [0.166, -0.123, -0.207], [-0.250, 0.166, -0.064], [0.096, -0.082, 0.063], [0.053, -0.120, 0.059], [0.008, -0.010, -0.128], [0.009, -0.365, -0.008], [0.173, 0.283, 0.084], [-0.101, -0.064, 0.067], [-0.132, 0.036, 0.034]], "largest_force_ev_per_a": 0.7, "charge": 0, "homo_energy_ev": -8.250, "e_above_lowest_kj_mol": 152.9, "gap_ev": 8.0314, "lumo_ev": -0.2, "energy_ev": -28165.2879}